Record 1
91
Properties=species:S:1:pos:R:3 method="wB97M-V/def2-TZVPD" gap_ev=8.88 total_charge=0 energy_ev=-97971.63103
O -0.240 1.303 0.130
V -0.343 0.633 -1.326
O 0.049 -0.888 -1.149
C -3.923 2.683 -1.302
F -5.148 3.125 -1.066
F -3.532 3.123 -2.521
F -3.077 3.222 -0.404
S -3.843 0.847 -1.241
O -4.631 0.432 -2.370
O -2.401 0.635 -1.449
O -4.333 0.496 0.055
C -0.456 3.935 -1.851
O -0.543 2.617 -2.393
C -0.594 2.611 -3.801
C -1.163 1.290 -4.278
O -0.491 0.238 -3.608
C -0.845 -1.064 -4.050
H 0.482 4.394 -2.176
H -0.388 3.847 -0.767
H -1.358 4.498 -2.080
H 0.407 2.767 -4.216
H -1.286 3.349 -4.222
H -0.941 1.264 -5.352
H -2.234 1.197 -4.087
H -1.893 -1.295 -3.844
H -0.183 -1.771 -3.562
H -0.673 -1.160 -5.129
C 0.540 -7.338 2.522
O 0.237 -6.277 1.651
C 0.648 -6.529 0.330
C 0.235 -5.348 -0.526
O 1.093 -5.311 -1.647
C 0.627 -4.429 -2.633
H -0.039 -7.159 3.428
H 1.610 -7.376 2.759
H 0.264 -8.332 2.148
H 0.198 -7.445 -0.069
H 1.742 -6.610 0.275
H 0.377 -4.411 0.027
H -0.823 -5.430 -0.803
H -0.265 -4.861 -3.129
H 1.338 -4.347 -3.452
H 0.274 -3.476 -2.223
C 0.675 -0.669 4.637
O 0.527 -1.425 3.460
C -0.607 -1.013 2.715
C -0.976 -2.123 1.750
O -2.036 -1.640 0.976
C -2.565 -2.601 0.108
H 0.854 0.393 4.404
H 1.565 -1.005 5.169
H -0.209 -0.757 5.275
H -0.423 -0.068 2.193
H -1.452 -0.885 3.407
H -1.297 -2.994 2.338
H -0.098 -2.383 1.144
H -1.773 -3.061 -0.500
H -3.229 -2.118 -0.611
H -3.150 -3.358 0.644
C -1.411 2.866 2.820
O -0.381 3.072 3.762
C 0.905 2.919 3.237
C 1.332 3.832 2.109
O 1.432 5.201 2.475
C 0.258 5.956 2.254
H -1.213 3.432 1.905
H -2.319 3.314 3.224
H -1.561 1.817 2.564
H 1.048 1.882 2.869
H 1.684 2.987 4.001
H 0.775 3.722 1.169
H 2.353 3.552 1.823
H 0.080 6.123 1.179
H 0.377 6.926 2.729
H -0.628 5.451 2.646
C 3.112 -0.053 1.752
O 2.474 0.695 0.728
C 3.347 1.505 0.004
C 2.556 2.166 -1.124
O 1.787 1.260 -1.886
C 2.559 0.460 -2.781
H 4.010 -0.550 1.377
H 2.376 -0.751 2.146
H 3.389 0.608 2.587
H 4.195 0.936 -0.404
H 3.747 2.318 0.628
H 3.269 2.683 -1.780
H 1.904 2.922 -0.692
H 1.877 -0.221 -3.273
H 3.340 -0.078 -2.242
H 3.044 1.110 -3.517



Record 2
89
Properties=species:S:1:pos:R:3 method="wB97M-V/def2-TZVPD" gap_ev=9.34 total_charge=0 energy_ev=-53867.81776
H -5.672 4.740 1.491
N -5.045 5.531 1.637
C -4.486 5.430 2.768
N -4.720 4.349 3.658
N -3.596 6.450 3.212
C -2.142 6.161 3.123
C -1.764 4.883 2.388
C -0.239 4.798 2.212
C 0.286 3.371 2.041
C -0.385 2.581 0.928
O 0.066 3.097 -0.310
C -0.005 2.238 -1.428
C -1.393 1.600 -1.624
C -2.024 1.989 -2.972
C -3.378 1.286 -3.226
O -3.861 0.577 -2.093
C -3.890 -0.823 -2.253
C 1.222 1.249 -1.482
C 1.078 -0.085 -0.722
C 1.966 -0.276 0.515
C 1.647 -1.592 1.252
C 0.270 -1.565 1.932
C 1.799 -2.826 0.364
O 1.647 1.065 -2.812
C 0.903 0.162 -3.623
O 2.298 1.936 -0.824
N 2.855 2.976 -1.576
O 3.520 3.644 -0.886
H -4.507 3.465 3.212
H -4.152 4.427 4.490
H -3.839 6.663 4.172
H -1.687 6.999 2.583
H -1.700 6.145 4.126
H -2.079 4.003 2.962
H -2.243 4.857 1.405
H 0.224 5.214 3.117
H 0.087 5.437 1.386
H 0.180 2.822 2.986
H 1.359 3.418 1.828
H -1.477 2.682 1.004
H -0.165 1.515 1.048
H 0.173 2.896 -2.287
H -1.362 0.512 -1.572
H -2.085 1.927 -0.849
H -1.340 1.750 -3.786
H -2.202 3.069 -2.952
H -4.143 2.026 -3.482
H -3.286 0.598 -4.073
H -2.884 -1.258 -2.269
H -4.442 -1.242 -1.409
H -4.405 -1.115 -3.177
H 0.046 -0.244 -0.405
H 1.323 -0.901 -1.406
H 1.805 0.539 1.228
H 3.019 -0.296 0.224
H 2.392 -1.680 2.050
H -0.506 -1.901 1.231
H 0.234 -2.247 2.783
H -0.018 -0.552 2.231
H 0.958 -2.906 -0.332
H 1.784 -3.720 0.993
H 2.756 -2.815 -0.162
H -0.011 -0.193 -3.155
H 0.633 0.668 -4.552
H 1.520 -0.704 -3.879
N -0.573 -3.715 -5.487
C -1.275 -2.545 -5.559
N -1.964 -2.341 -6.722
O -1.286 -1.737 -4.645
H -0.549 -4.392 -6.225
H -0.059 -3.890 -4.644
H -2.486 -1.489 -6.802
H -1.968 -2.990 -7.485
N 5.244 -4.098 4.352
C 4.689 -3.857 3.127
N 5.556 -3.765 2.086
O 3.480 -3.735 2.973
H 6.229 -4.205 4.500
H 4.620 -4.166 5.134
H 5.158 -3.639 1.174
H 6.547 -3.870 2.180
N 2.415 -6.440 2.629
C 2.984 -7.019 1.534
N 2.793 -8.375 1.418
O 3.625 -6.390 0.707
H 1.894 -6.959 3.310
H 2.534 -5.443 2.745
H 3.201 -8.828 0.623
H 2.272 -8.917 2.078



Record 3
82
Properties=species:S:1:pos:R:3 method="wB97M-V/def2-TZVPD" de_lowest_ev=5.184 gap_ev=5.08 total_charge=0 energy_ev=-41762.92410
N -0.360 0.455 -0.024
H -0.238 -0.196 -0.786
H -1.033 1.113 -0.392
H 0.490 0.957 0.189
H -0.742 -0.019 0.781
C 1.704 0.197 -3.140
C 1.959 -1.234 -2.712
C 3.340 -1.251 -2.067
C 3.742 -2.447 -1.229
C 2.689 -2.735 -0.138
C 1.289 -2.846 -0.755
N 0.993 -1.691 -1.702
O -0.358 -1.447 -2.023
C 0.362 -2.856 0.452
C 1.226 -4.220 -1.468
C 1.989 -2.170 -3.971
H 2.405 0.520 -3.909
H 1.645 0.875 -2.289
H 0.761 0.258 -3.683
H 3.458 -0.347 -1.470
H 4.024 -1.152 -2.910
H 4.710 -2.223 -0.781
H 3.809 -3.342 -1.848
H 2.796 -1.841 0.475
H 2.898 -3.599 0.493
H -0.692 -3.001 0.215
H 0.356 -1.904 0.982
H 0.526 -3.598 1.233
H 1.162 -4.993 -0.702
H 2.130 -4.394 -2.051
H 0.300 -4.290 -2.039
H 2.389 -3.156 -3.731
H 2.534 -1.697 -4.788
H 1.020 -2.400 -4.413
C 2.719 2.833 0.138
O 1.916 1.938 0.017
N 4.038 2.630 0.594
C 4.938 3.783 0.572
C 4.628 1.261 0.818
H 2.534 3.911 0.013
H 5.573 3.730 -0.312
H 5.599 3.760 1.438
H 4.484 4.773 0.622
H 5.188 1.008 -0.082
H 5.281 1.174 1.686
H 3.757 0.613 0.922
C -1.291 5.135 1.505
O -0.209 5.063 0.920
N -1.782 4.240 2.453
C -3.017 4.496 3.175
C -1.138 2.976 2.868
H -2.099 5.856 1.306
H -3.803 3.767 2.982
H -3.511 5.393 2.802
H -2.805 4.629 4.236
H -0.224 2.665 2.364
H -1.036 3.045 3.951
H -1.729 2.073 2.716
C -3.398 2.120 -0.611
O -2.193 2.342 -0.822
N -4.103 1.141 -1.210
C -5.529 0.953 -0.917
C -3.518 0.147 -2.150
H -4.002 2.720 0.087
H -6.044 1.097 -1.867
H -5.827 1.649 -0.133
H -5.768 -0.053 -0.573
H -4.019 0.400 -3.084
H -2.451 0.319 -2.290
H -3.720 -0.872 -1.818
C -2.985 -1.595 1.178
O -2.525 -0.467 1.138
N -2.583 -2.470 2.138
C -3.155 -3.811 2.217
C -1.585 -2.319 3.214
H -3.759 -2.033 0.530
H -2.426 -4.555 2.541
H -3.740 -4.191 1.380
H -3.915 -3.745 2.995
H -2.098 -2.475 4.163
H -0.793 -3.068 3.207
H -1.157 -1.317 3.183



| no. | HOMO (eV) |
| --- | --- |
| 1 | -9.2 |
| 2 | -8.9 |
| 3 | -4.7 |